1.
C18H17O2 | ωB97M-V/def2-TZVPD

The geometry in XYZ format:
```
37
Properties=species:S:1:pos:R:3:mulliken_charge:R:1
C -2.085 -0.195 2.893 -0.167
C -0.951 0.836 2.844 -0.406
C 0.049 -0.334 2.887 0.388
O 1.244 -0.409 2.882 -0.600
C -1.091 -1.364 2.916 -0.412
H -2.677 -0.131 3.810 0.324
H -2.721 -0.178 2.004 -0.013
H -0.871 1.384 1.898 0.143
H -0.908 1.501 3.719 0.309
H -1.128 -1.974 3.830 0.307
H -1.101 -1.981 2.012 0.111
C -4.243 -0.435 -0.814 -0.455
C -3.577 0.783 -1.033 -0.475
C -2.187 0.826 -1.103 -0.499
C -1.388 -0.358 -0.940 0.855
C 0.039 -0.348 -0.988 -0.978
C 0.869 0.819 -1.157 1.028
C 2.374 0.661 -1.394 0.233
C 3.121 1.770 -1.856 -0.354
C 4.492 1.686 -2.083 -0.470
C 5.168 0.474 -1.833 -0.261
C 4.456 -0.626 -1.350 -0.697
C 3.070 -0.522 -1.112 -0.245
O 0.430 1.985 -1.079 -0.861
C -2.113 -1.582 -0.719 -0.535
C -3.500 -1.611 -0.656 -0.435
H -5.330 -0.469 -0.782 0.329
H -4.168 1.697 -1.177 0.331
H -1.671 1.776 -1.282 0.350
H 0.534 -1.311 -0.887 -0.042
H 2.606 2.710 -2.035 0.379
H 5.060 2.542 -2.455 0.335
H 6.249 0.403 -2.005 0.328
H 4.984 -1.565 -1.150 0.322
H 2.544 -1.383 -0.701 0.254
H -1.558 -2.520 -0.623 0.279
H -4.021 -2.557 -0.481 0.302
```

Values from the calculation:
Orbital gap: 6.21 eV
HOMO: -0.1033 Eh
Net charge: -1
DFT total energy: -846.59922 hartree

=====

2.
C18H18BiN5O2 | ωB97M-V/def2-TZVPD

The geometry in XYZ format:
```
44
Properties=species:S:1:pos:R:3:mulliken_charge:R:1
Bi 0.451 1.121 -1.591 1.159
O 3.154 -1.588 2.672 -0.590
C 3.232 -2.404 1.621 0.455
C 3.950 -3.586 1.810 -0.712
C 4.071 -4.495 0.789 -0.305
C 3.479 -4.268 -0.467 -0.883
C 2.768 -3.121 -0.668 -0.519
C 2.620 -2.159 0.364 0.629
C 1.863 -0.975 0.091 1.029
O 1.306 -0.828 -1.096 -0.993
N 1.728 -0.028 1.030 -1.055
N 1.062 1.053 0.594 0.208
C 0.744 2.016 1.374 -0.329
C 0.051 3.179 0.814 0.829
C -0.195 4.315 1.559 -0.814
C -0.787 5.406 0.936 -0.245
C -1.105 5.336 -0.412 -0.834
C -0.838 4.164 -1.094 -0.140
N -0.293 3.102 -0.486 -0.074
H 2.638 -0.797 2.434 0.533
H 4.404 -3.754 2.778 0.469
H 4.636 -5.404 0.957 0.407
H 3.593 -4.991 -1.262 0.445
H 2.315 -2.922 -1.630 0.425
H 1.004 1.969 2.427 0.458
H 0.090 4.347 2.603 0.420
H -0.986 6.309 1.498 0.465
H -1.552 6.175 -0.928 0.431
H -1.076 4.064 -2.148 0.492
C -2.927 -3.179 -0.397 -1.258
C -2.670 -1.748 -0.728 0.797
C -3.547 -0.698 -0.969 -0.962
C -2.776 0.419 -1.238 0.690
N -1.468 0.080 -1.150 -0.192
N -1.437 -1.253 -0.853 0.310
C -3.238 1.797 -1.575 -1.295
H -3.996 -3.363 -0.356 0.353
H -2.494 -3.440 0.569 0.349
H -2.493 -3.835 -1.153 0.349
H -4.625 -0.748 -0.956 0.405
H -0.542 -1.718 -0.769 0.143
H -4.291 1.770 -1.842 0.391
H -2.695 2.210 -2.428 0.288
H -3.128 2.470 -0.723 0.271
```

Values from the calculation:
Orbital gap: 5.78 eV
HOMO: -0.5026 Eh
Net charge: +2
DFT total energy: -1335.05838 hartree

=====

Which value of net charge does entry 2 give? +2